A structure of composition C3H2I2 at a distorted geometry. Source: the Open Molecules 2025 dataset; level of theory: wB97M-V/def2-TZVPD.

XYZ file:
```
7
Properties=species:S:1:pos:R:3:forces:R:3:lowdin_spin:R:1
I 2.091 0.302 -1.200 -0.9559 -0.3706 0.9744 0.41
I -0.397 2.146 0.388 -0.4791 0.4956 -0.8285 0.45
C -0.278 0.311 -0.859 0.5366 1.4947 -0.1577 0.44
C 0.749 0.130 0.781 0.4686 -1.0976 -0.6748 0.56
C -0.422 -0.654 0.219 1.3058 -1.9916 -0.6384 0.13
H -0.386 -1.755 0.041 0.7685 0.8866 -0.2377 0.00
H -1.356 -0.480 0.630 -1.6445 0.5828 1.5626 0.00
```
Forces are in eV/Å.

Calculated total energy = -710.5871 hartree
Multiplicity = 3
HOMO-LUMO gap (spin up / spin down) = 6.0 / 7.2 eV
F_max = 2.47 eV/A
Relative energy (zero: lowest compared OMol25 entry of this formula, charge and spin) = 86.0 kcal per mole
Total charge = 0